Run 1
Here is C4H7LiO2 as an isolated structure from OMol25. Energies are from ωB97M-V/def2-TZVPD.

```
14
Properties=species:S:1:pos:R:3:nbo_charge:R:1
O -0.18 0.07 -1.05 -0.753
C 0.28 1.34 -1.13 0.124
C 0.57 2.06 -0.04 -0.505
H 0.22 1.77 0.95 0.223
H 0.45 1.71 -2.15 0.180
H 1.04 3.04 -0.17 0.225
Li 0.43 -0.76 0.54 0.914
C -0.82 -1.70 2.13 0.164
C -0.92 -0.39 2.52 -0.740
O -1.00 -2.05 0.87 -0.875
H -0.79 -2.47 2.92 0.140
H -1.26 0.41 1.86 0.183
H -0.72 -0.12 3.56 0.198
H -0.85 -0.17 -1.73 0.522
```

Results
E_HOMO   -0.270 Ha
Kohn-Sham gap   7.40 eV
Net charge   0
LUMO level   0.002 Ha

=====

Run 2
Here is C4H7LiO2 as an isolated structure from OMol25. Energies are from ωB97M-V/def2-TZVPD.

```
14
Properties=species:S:1:pos:R:3:nbo_charge:R:1
O -0.43 0.69 0.29 -0.618
Li -0.75 2.57 0.22 0.898
C 0.75 1.23 0.58 0.243
O 1.75 0.43 0.56 -0.513
C 1.56 -1.08 -0.09 -0.446
C -0.90 -0.73 0.14 -0.292
C -2.28 -0.59 -0.47 -0.654
H 1.19 -1.69 0.75 0.221
H 1.31 -1.88 -0.80 0.182
H 2.43 -0.92 -0.75 0.207
H -0.67 -1.81 0.13 0.224
H -2.68 -1.59 -0.67 0.212
H -2.98 -0.08 0.21 0.172
H -2.29 -0.04 -1.43 0.165
```

Results
E_HOMO (spin up / spin down)   -0.191 / -0.209 Ha
Kohn-Sham gap (spin up / spin down)   4.38 / 4.81 eV
Net charge   0
LUMO level (spin up / spin down)   -0.030 / -0.032 Ha

=====

Run 3
Here is C4H7LiO2 as an isolated structure from OMol25. Energies are from ωB97M-V/def2-TZVPD.

```
14
Properties=species:S:1:pos:R:3:nbo_charge:R:1
O 1.37 -1.73 0.28 -0.664
C 0.31 -1.66 0.91 0.469
C -0.85 -0.81 0.50 -0.517
Li 1.39 -0.55 -1.28 0.874
H -0.92 -0.34 1.56 0.182
H 0.12 -2.39 1.73 0.122
C -0.67 0.07 -0.70 -0.760
C -0.06 1.41 -0.46 -0.107
O 1.37 1.41 -0.83 -0.832
H -1.58 0.12 -1.32 0.204
H -0.09 1.73 0.60 0.139
H -0.54 2.19 -1.08 0.174
H 1.86 2.04 -0.31 0.475
H -1.70 -1.50 0.41 0.241
```

Results
E_HOMO   -0.243 Ha
Kohn-Sham gap   6.88 eV
Net charge   0
LUMO level   0.010 Ha

=====

If we sort the structures by their calculated energies, the order from most to least stable is run 1, run 3, run 2.

=====

Run 1
Here is an isolated ion of composition C7H13N4 and charge +1 from OMol25. Energies are from ωB97M-V/def2-TZVPD.

```
24
Properties=species:S:1:pos:R:3:nbo_charge:R:1
C -2.43 -2.20 0.34 0.212
C -0.34 -1.56 0.45 -0.032
C -1.19 -0.50 0.66 0.244
C 1.14 -1.51 0.30 -0.234
C 0.92 0.98 0.05 0.131
C 0.73 0.91 -1.42 -0.699
C -1.72 1.82 0.72 -0.441
N -2.48 -0.92 0.58 -0.463
N -1.15 -2.65 0.22 -0.500
N -0.80 0.77 1.01 -0.371
N 1.62 -0.15 0.69 -0.520
H -3.29 -2.84 0.24 0.221
H 1.64 -2.25 0.94 0.241
H 1.45 -1.71 -0.74 0.230
H 1.26 1.93 0.45 0.235
H 0.03 0.12 -1.71 0.248
H 1.68 0.74 -1.93 0.240
H 0.34 1.86 -1.78 0.268
H -1.97 1.91 -0.34 0.189
H -2.64 1.58 1.25 0.254
H -1.32 2.76 1.10 0.212
H -0.86 -3.60 0.06 0.432
H 1.48 -0.03 1.70 0.461
H 2.63 -0.09 0.49 0.441
```

Results
E_HOMO   -0.422 Ha
Kohn-Sham gap   8.19 eV
Net charge   +1
LUMO level   -0.121 Ha

=====

Run 2
Here is an isolated ion of composition C7H13N4 and charge +1 from OMol25. Energies are from ωB97M-V/def2-TZVPD.

```
24
Properties=species:S:1:pos:R:3:nbo_charge:R:1
C -1.47 0.88 0.16 0.279
C 0.79 -0.69 -0.19 0.363
C -2.06 -2.71 -0.32 0.073
C 0.63 1.66 -0.48 -0.066
C -1.40 -0.38 -0.69 0.103
C -2.66 0.91 1.03 -0.676
C 2.74 0.81 0.50 -0.447
N -0.59 1.79 0.10 -0.382
N -2.08 -1.48 -0.52 -0.349
N 1.32 0.51 -0.03 -0.427
N 1.42 -1.77 0.29 -0.794
H -1.23 -3.14 0.15 0.161
H -2.84 -3.42 -0.54 0.215
H 0.50 1.61 -1.58 0.212
H 1.23 2.60 -0.05 0.219
H -1.07 -0.17 -1.70 0.250
H -3.58 0.74 0.45 0.247
H -2.63 1.82 1.61 0.261
H -2.56 0.12 1.83 0.243
H 2.76 0.55 1.61 0.224
H 2.90 1.89 0.35 0.246
H 3.50 0.07 0.06 0.223
H 1.13 -2.74 0.06 0.426
H 2.33 -1.60 0.71 0.396
```

Results
E_HOMO   -0.477 Ha
Kohn-Sham gap   9.14 eV
Net charge   +1
LUMO level   -0.141 Ha

=====

If we sort the structures by their calculated energies, the order from most to least stable is run 1, run 2.